1.
{"formula": "C26H22ClFN4O5S2", "method": "ωB97M-V/def2-TZVPD", "e_homo_ev": -8.75, "largest_force_ev_per_a": 1.09, "spin_multiplicity": 1, "smiles": "O=C(CSc1nc2ccccc2c(=O)n1-c1ccc(F)c(Cl)c1)Nc1cccc(S(=O)(=O)N2CCOCC2)c1", "energy_ev": -80428.2677, "orbital_gap_ev": 8.9, "species": ["Cl", "S", "S", "F", "O", "O", "O", "O", "O", "N", "N", "N", "N", "C", "C", "C", "C", "C", "C", "C", "C", "C", "C", "C", "C", "C", "C", "C", "C", "C", "C", "C", "C", "C", "C", "C", "C", "C", "C", "H", "H", "H", "H", "H", "H", "H", "H", "H", "H", "H", "H", "H", "H", "H", "H", "H", "H", "H", "H", "H", "H"], "xyz": [[3.009, -5.521, 5.243], [3.724, -1.789, 1.894], [-1.863, 4.543, -0.595], [4.654, -7.378, 3.648], [-0.747, 4.667, -1.496], [-2.345, 5.727, 0.048], [-3.554, 4.041, -4.106], [1.374, -0.403, 3.051], [0.983, -5.129, -0.483], [2.158, -3.516, 0.609], [-3.184, 3.789, -1.309], [1.484, 1.348, 1.591], [1.824, -1.225, 0.193], [0.486, -2.858, -0.983], [0.821, -1.525, -0.689], [2.613, -4.522, 2.767], [-4.201, 4.667, -1.856], [-1.445, 3.308, 0.631], [-0.523, -3.137, -1.907], [-2.412, 2.884, 1.522], [0.132, -0.488, -1.328], [2.425, -2.191, 0.789], [3.237, -5.488, 3.538], [-2.495, 3.251, -3.610], [1.185, -3.949, -0.314], [2.818, -4.504, 1.392], [0.175, 1.830, 1.600], [-0.859, -0.784, -2.237], [-3.809, 5.140, -3.257], [4.232, -6.426, 1.545], [3.618, -5.455, 0.776], [-0.795, 1.392, 2.500], [1.982, 0.266, 2.252], [-2.821, 2.714, -2.211], [4.045, -6.435, 2.914], [-1.189, -2.106, -2.530], [-2.074, 1.919, 2.456], [-0.165, 2.801, 0.657], [3.452, 0.005, 1.930], [-2.368, 2.434, -4.322], [-0.540, 0.638, 3.226], [-3.399, 3.313, 1.470], [4.082, 0.378, 2.739], [0.392, 0.533, -1.099], [-1.385, 0.019, -2.733], [-1.968, -2.318, -3.247], [-1.573, 3.846, -3.555], [3.762, 0.430, 0.978], [-1.957, 2.205, -1.783], [0.551, 3.175, -0.060], [-0.756, -4.171, -2.111], [1.975, -3.790, 3.236], [-4.620, 5.702, -3.723], [4.857, -7.182, 1.095], [-3.667, 2.020, -2.261], [-2.812, 1.571, 3.163], [-2.913, 5.775, -3.182], [-4.298, 5.510, -1.174], [2.080, 1.781, 0.898], [-5.141, 4.106, -1.895], [3.749, -5.440, -0.293]], "atomic_forces_ev_per_a": [[0.0, 0.0, 0.1], [0.4, 0.2, 0.3], [-0.2, -0.4, 0.2], [-0.1, 0.2, -0.1], [0.0, -0.2, 0.1], [-0.2, 0.0, 0.1], [-0.2, -0.1, -0.1], [-0.2, 0.0, 0.2], [-0.1, 0.0, -0.1], [-0.2, -0.1, -0.1], [0.7, 0.5, 0.6], [0.1, 0.5, -0.1], [0.4, -0.1, 0.1], [-0.1, 0.5, -0.1], [-0.3, -0.6, -0.3], [0.0, -0.2, -0.2], [-0.1, 0.5, -0.3], [0.0, 0.2, -0.4], [0.0, 0.0, 0.0], [-0.1, 0.0, 0.1], [-0.1, -0.1, -0.1], [0.1, 0.8, -0.2], [0.1, -0.1, -0.2], [0.2, -0.2, 0.1], [-0.1, -0.1, 0.0], [0.2, -0.5, 0.3], [-0.4, 0.1, 0.1], [0.1, 0.1, 0.1], [-0.2, 0.1, 0.2], [0.0, 0.0, 0.1], [0.0, 0.1, 0.2], [0.1, -0.1, 0.1], [0.4, 0.3, -0.1], [0.2, -0.2, -0.5], [-0.1, 0.1, 0.1], [0.0, -0.2, 0.0], [0.0, 0.2, -0.2], [0.1, 0.0, 0.0], [-0.1, -0.7, -0.2], [0.1, 0.0, 0.1], [0.0, 0.0, 0.0], [-0.2, 0.0, 0.1], [0.0, 0.0, 0.0], [0.1, 0.1, 0.0], [0.0, 0.1, 0.0], [-0.1, 0.0, -0.1], [-0.1, -0.1, -0.1], [-0.1, 0.1, 0.1], [0.0, -0.2, -0.1], [0.2, 0.0, -0.1], [0.0, -0.1, 0.0], [-0.1, 0.1, 0.1], [0.1, 0.0, 0.1], [0.1, -0.1, 0.0], [0.1, 0.0, 0.0], [-0.1, 0.0, 0.1], [-0.1, 0.0, -0.1], [-0.2, 0.0, -0.1], [0.0, -0.2, 0.1], [0.1, 0.0, 0.0], [0.0, 0.0, -0.1]], "mulliken_charge": [-0.20, -0.08, 1.41, -0.33, -0.68, -0.77, -0.42, -0.66, -0.64, 0.37, 0.11, 0.02, -0.29, 0.19, -0.04, 0.19, -0.73, -0.59, -0.63, -0.35, -0.61, 0.57, -0.02, -0.58, 0.87, -0.96, 0.21, -0.30, -0.43, -0.84, -0.28, -0.45, 0.37, -0.40, 0.41, -0.79, -1.12, 0.21, -0.60, 0.37, 0.54, 0.48, 0.44, 0.59, 0.38, 0.42, 0.36, 0.41, -0.03, 0.46, 0.48, 0.61, 0.38, 0.40, 0.36, 0.39, 0.31, 0.44, 0.26, 0.34, 0.46]}


2.
{"formula": "C20H20CrF4N6O2S", "method": "ωB97M-V/def2-TZVPD", "e_homo_ev": [-7.08, -7.39], "s2": 6.02, "largest_force_ev_per_a": 0.55, "spin_multiplicity": 5, "de_lowest_kcal_mol": 75.2, "energy_ev": -84224.3568, "orbital_gap_ev": [7.3, 7.2], "species": ["Cr", "S", "F", "F", "F", "F", "O", "O", "N", "N", "N", "N", "N", "N", "C", "C", "C", "C", "C", "C", "C", "C", "C", "C", "C", "C", "C", "C", "C", "C", "C", "C", "C", "C", "H", "H", "H", "H", "H", "H", "H", "H", "H", "H", "H", "H", "H", "H", "H", "H", "H", "H", "H", "H"], "xyz": [[-0.475, 0.042, 0.930], [-1.068, -0.658, -2.395], [2.081, 0.766, 1.791], [0.658, 4.338, 5.598], [3.749, 2.736, 2.428], [-1.053, 2.454, 4.949], [-1.422, 0.628, -2.912], [-2.069, -1.556, -1.899], [-0.002, -0.472, -1.109], [1.728, 1.225, -1.374], [2.178, -3.463, -6.452], [-0.346, 0.468, 2.902], [-0.529, 1.901, 0.234], [-2.015, -1.360, 1.677], [1.697, 1.662, 2.734], [-1.535, 0.078, 3.637], [-3.266, -0.718, 1.228], [1.367, 3.321, -0.280], [0.763, 0.559, -1.098], [1.021, -1.482, -5.703], [1.030, 3.462, 4.650], [-1.986, -2.749, 1.206], [2.166, 2.470, -0.916], [0.432, 1.495, 3.332], [-0.089, -1.489, -3.580], [0.259, -0.832, -4.752], [-0.052, 3.044, 0.028], [-1.912, -1.312, 3.152], [1.452, -2.794, -5.489], [2.260, 3.607, 4.039], [0.142, 2.456, 4.318], [2.566, 2.673, 3.067], [0.329, -2.796, -3.354], [1.094, -3.442, -4.298], [-3.316, -0.741, 0.141], [-2.377, 0.769, 3.496], [-3.296, 0.318, 1.563], [2.706, -4.265, -6.152], [1.286, -0.974, -6.622], [-1.124, -2.010, 3.440], [3.197, 2.687, -1.151], [-2.856, -1.651, 3.597], [-1.045, -3.213, 1.497], [1.771, 4.282, 0.012], [2.647, -2.903, -7.143], [-2.812, -3.325, 1.642], [-0.072, 0.185, -4.912], [-1.364, 0.022, 4.715], [1.419, -4.462, -4.129], [0.050, -3.301, -2.438], [2.942, 4.396, 4.312], [-0.696, 3.933, 0.082], [-4.133, -1.249, 1.639], [-2.081, -2.762, 0.122]], "atomic_forces_ev_per_a": [[-0.5, 0.0, 0.2], [0.1, 0.0, 0.1], [0.0, 0.0, 0.0], [0.0, 0.0, 0.0], [0.0, 0.0, 0.0], [0.0, -0.1, 0.0], [-0.1, 0.0, 0.0], [0.0, 0.0, 0.0], [-0.1, 0.1, 0.1], [0.3, -0.2, -0.1], [0.0, 0.0, 0.0], [0.0, 0.1, -0.2], [0.3, -0.3, -0.2], [0.2, 0.1, -0.1], [0.1, 0.0, 0.0], [0.0, 0.0, 0.0], [0.0, 0.0, 0.1], [0.0, 0.1, 0.0], [-0.2, 0.3, -0.1], [0.0, 0.0, 0.0], [0.0, 0.0, 0.0], [0.0, 0.0, 0.0], [-0.1, 0.0, 0.0], [0.0, 0.0, 0.0], [0.0, 0.1, -0.1], [0.0, 0.0, 0.0], [0.0, 0.0, 0.0], [0.0, 0.0, 0.0], [0.0, 0.0, 0.0], [-0.1, 0.0, 0.1], [0.0, 0.0, 0.0], [0.0, -0.1, -0.1], [-0.1, 0.0, 0.1], [0.0, 0.0, 0.0], [0.0, 0.0, 0.0], [0.0, 0.0, 0.0], [0.0, 0.0, 0.0], [0.0, 0.0, 0.0], [0.0, 0.0, 0.0], [0.0, 0.0, 0.0], [0.0, 0.0, 0.0], [0.0, 0.0, 0.0], [0.0, 0.0, 0.0], [0.0, 0.0, 0.0], [0.0, 0.0, 0.0], [0.0, 0.0, 0.0], [0.0, 0.0, 0.0], [0.0, 0.0, 0.0], [0.0, 0.0, 0.0], [0.0, 0.0, 0.0], [0.0, 0.0, 0.0], [0.0, 0.0, 0.0], [0.0, 0.0, 0.0], [0.0, 0.0, 0.0]], "lowdin_spin": [3.71, 0.01, 0.02, 0.00, 0.00, 0.00, 0.00, 0.00, 0.03, 0.02, 0.00, 0.02, 0.02, 0.01, 0.00, 0.01, 0.01, 0.01, 0.02, 0.00, 0.00, 0.01, 0.01, 0.01, 0.00, 0.00, 0.03, 0.01, 0.00, 0.00, 0.00, 0.00, 0.00, 0.00, 0.00, 0.00, 0.00, 0.00, 0.00, 0.00, 0.00, 0.00, 0.00, 0.00, 0.00, 0.00, 0.00, 0.00, 0.00, 0.00, 0.00, 0.00, 0.00, 0.00]}


3.
{"formula": "C4H8N3", "method": "ωB97M-V/def2-TZVPD", "e_homo_ev": [-11.58, -15.57], "s2": 2.02, "largest_force_ev_per_a": 6.45, "spin_multiplicity": 3, "de_lowest_kcal_mol": 50.4, "total_charge": 1, "energy_ev": -8735.1426, "orbital_gap_ev": [8.3, 7.5], "species": ["N", "N", "N", "C", "C", "C", "C", "H", "H", "H", "H", "H", "H", "H", "H"], "xyz": [[0.706, -0.508, -0.020], [-1.453, 0.779, -0.072], [-1.679, -1.256, 0.184], [-2.561, -0.177, 0.067], [1.239, -1.678, -0.136], [1.493, 0.692, 0.177], [-0.687, -0.398, 0.034], [2.367, -1.871, -0.146], [-1.233, 1.379, -0.822], [-3.275, -0.111, 0.856], [0.767, -2.646, -0.072], [1.248, 1.300, -0.707], [-3.341, -0.112, -0.845], [2.434, 0.247, 0.271], [1.438, 1.211, 1.200]], "atomic_forces_ev_per_a": [[-6.0, 1.8, 1.4], [2.0, -2.9, 1.1], [-0.9, -3.1, -0.7], [-4.9, 1.2, -2.5], [4.4, -4.7, -0.1], [-0.7, 1.0, 0.7], [5.1, 3.9, 0.2], [-1.7, 1.2, 0.0], [-0.3, 1.4, -1.0], [0.1, 0.6, 1.3], [-1.0, 0.5, -0.1], [1.0, 0.4, 0.6], [2.0, -0.8, 1.4], [2.0, 0.2, -0.8], [-1.0, -0.7, -1.5]], "lowdin_spin": [0.12, 0.32, 0.62, 0.08, 0.52, 0.00, 0.23, 0.03, 0.01, 0.01, 0.03, 0.00, 0.02, 0.00, 0.00]}


4.
{"formula": "C28H25AuCl3GeN4OPS", "method": "ωB97M-V/def2-TZVPD", "e_homo_ev": [-16.53, -16.96], "s2": 0.76, "largest_force_ev_per_a": 2.38, "spin_multiplicity": 2, "de_lowest_kcal_mol": 27.5, "total_charge": 3, "energy_ev": -155324.2283, "orbital_gap_ev": [4.7, 5.2], "species": ["Au", "Ge", "Cl", "Cl", "Cl", "S", "P", "O", "N", "N", "N", "N", "C", "C", "C", "C", "C", "C", "C", "C", "C", "C", "C", "C", "C", "C", "C", "C", "C", "C", "C", "C", "C", "C", "C", "C", "C", "C", "C", "C", "H", "H", "H", "H", "H", "H", "H", "H", "H", "H", "H", "H", "H", "H", "H", "H", "H", "H", "H", "H", "H", "H", "H", "H", "H"], "xyz": [[-0.879, 0.291, 0.776], [-1.842, -1.527, 2.669], [-1.699, -1.026, 4.751], [-3.892, -2.103, 2.208], [-0.613, -3.283, 2.310], [1.499, -0.052, 1.705], [-0.348, -0.899, -1.305], [-3.923, 0.686, 0.816], [2.897, 0.823, 3.779], [-3.055, 0.215, -0.160], [-0.776, 2.241, 2.204], [1.407, 2.324, 3.157], [-0.551, -4.954, -1.598], [-3.111, -0.522, -4.962], [-1.543, -0.698, -2.658], [2.243, 2.057, -2.224], [3.299, 1.395, -2.840], [1.212, -3.065, -0.577], [1.159, 1.336, -1.768], [-0.879, -3.609, -1.677], [0.020, -2.658, -1.192], [-2.179, 4.180, 2.296], [1.134, -0.056, -1.909], [3.103, 1.933, 4.528], [1.524, -4.412, -0.504], [2.191, -0.721, -2.533], [0.135, 4.350, 2.846], [2.181, 2.864, 4.159], [3.267, 0.013, -2.996], [-1.031, -1.074, -3.899], [0.629, -5.359, -0.984], [1.879, 1.060, 2.920], [-3.626, -0.139, -3.736], [-1.805, -0.982, -5.046], [0.242, 2.969, 2.680], [-1.093, 4.962, 2.657], [-1.955, 2.837, 2.038], [-3.519, 0.218, -1.352], [-2.858, -0.199, -2.561], [3.588, -0.424, 3.957], [-1.209, -5.694, -2.031], [3.844, -0.878, 3.000], [-3.172, 4.584, 2.199], [4.138, 1.957, -3.222], [-1.386, -1.268, -5.998], [3.875, 1.991, 5.274], [2.165, -1.794, -2.672], [4.077, -0.486, -3.504], [-4.645, 0.213, -3.686], [1.882, -2.329, -0.151], [2.020, 3.837, 4.578], [0.851, -6.412, -0.886], [0.988, 4.948, 3.126], [-4.553, 0.551, -1.481], [-3.727, -0.463, -5.846], [2.959, -1.125, 4.513], [-2.766, 2.199, 1.721], [0.320, 1.836, -1.300], [-1.804, -3.303, -2.147], [4.495, -0.244, 4.529], [2.448, -4.736, -0.051], [-0.017, -1.446, -3.961], [2.272, 3.130, -2.115], [-4.288, -0.082, 1.307], [-1.201, 6.023, 2.828]], "atomic_forces_ev_per_a": [[0.5, -0.4, -0.2], [0.1, -0.9, 0.6], [0.0, 0.1, -0.6], [0.4, 0.1, 0.1], [-0.4, 0.6, 0.0], [-1.5, -0.7, -1.7], [1.2, -0.8, -0.7], [-0.2, 0.3, -0.2], [-1.2, 0.4, -0.9], [1.4, 0.3, 0.9], [0.3, -0.8, -0.1], [0.7, -1.0, -0.1], [-0.2, 0.1, -0.1], [0.2, -0.1, -0.1], [-0.4, 0.4, 0.4], [0.0, 0.1, 0.0], [-0.1, -0.2, 0.0], [0.1, 0.0, 0.1], [0.0, -0.2, 0.0], [0.0, -0.2, -0.1], [-0.3, 0.7, 0.6], [0.2, -0.2, 0.0], [-0.3, 0.3, 0.6], [-0.4, 1.3, 0.2], [0.0, 0.2, 0.2], [-0.1, -0.2, 0.2], [0.1, -0.4, -0.1], [0.9, -0.3, 0.8], [0.0, 0.2, -0.1], [0.1, 0.0, 0.5], [-0.1, 0.2, -0.2], [-0.3, 0.8, 0.6], [0.1, 0.1, 0.4], [-0.3, 0.1, 0.0], [-0.5, 0.7, -0.2], [-0.2, -0.2, 0.0], [-0.6, 0.6, 0.1], [-0.4, 0.1, 0.2], [0.5, -0.3, -0.7], [0.4, -1.1, 0.1], [-0.1, 0.0, 0.1], [0.1, 0.2, 0.0], [-0.1, 0.1, -0.1], [0.1, 0.0, 0.0], [0.0, -0.1, -0.1], [0.1, 0.0, 0.1], [0.0, 0.0, 0.0], [0.1, -0.1, 0.0], [-0.1, 0.1, 0.1], [0.1, 0.0, -0.1], [-0.1, 0.1, 0.0], [0.0, 0.0, -0.1], [0.1, 0.0, 0.1], [0.1, -0.1, 0.3], [0.0, 0.0, 0.0], [0.0, 0.1, 0.0], [-0.1, 0.1, 0.0], [0.0, 0.2, 0.0], [0.0, 0.0, 0.0], [0.0, 0.0, -0.1], [0.1, 0.0, 0.1], [0.0, 0.0, -0.1], [0.0, 0.1, 0.0], [0.3, -0.1, -0.2], [0.0, 0.1, 0.0]], "lowdin_spin": [0.16, 0.31, 0.13, 0.12, 0.12, -0.01, 0.05, 0.01, 0.00, 0.02, 0.01, 0.00, 0.00, 0.00, 0.01, 0.00, 0.01, 0.01, 0.01, 0.00, 0.00, 0.00, 0.02, 0.00, 0.00, 0.00, 0.00, 0.00, 0.00, 0.00, 0.01, 0.00, 0.00, 0.00, 0.00, 0.00, 0.00, 0.00, 0.00, 0.00, 0.00, 0.00, 0.00, 0.00, 0.00, 0.00, 0.00, 0.00, 0.00, 0.00, 0.00, 0.00, 0.00, 0.00, 0.00, 0.00, 0.00, 0.00, 0.00, 0.00, 0.00, 0.00, 0.00, 0.00, 0.00]}


One value per record, in order, for molecular weight: 589.07, 536.48, 98.13, 872.51 u.